Entry 1:
Here is a 2-piece molecular cluster, C2H7O5S overall at a distorted geometry from OMol25. Energies are from ωB97M-V with the def2-TZVPD basis set.

The calculation puts the highest occupied orbital energy (alpha / beta) at -7.9 / -7.5 eV. Its energy above the lowest of the compared OMol25 structures with the same formula, charge and spin is 69.4 kJ/mol. The expectation value of S² is 3.77. The value obtained for the orbital gap (alpha / beta) is 8.52 / 6.13 eV. The spin multiplicity is 4.

Bonds (Å) are listed after each position.
Atoms and positions in Å:
1 O 2.42 1.90 2.03  O2 1.301
2 O 3.09 2.29 0.99  O1 1.301
3 H 1.13 -0.31 1.10  O4 1.050
4 O 0.93 -0.07 0.10  H3 1.050, S5 1.675
5 S -0.49 -0.88 -0.28  O4 1.675, C6 1.834, C7 1.851, O8 2.008
6 C -1.67 0.39 0.29  S5 1.834, H10 1.104, H11 1.095, H12 1.096
7 C -0.05 -0.48 -2.04  S5 1.851, H13 1.104, H14 1.091, H15 1.096
8 O -0.27 -2.11 1.29  S5 2.008, O9 1.350
9 O 0.41 -1.44 2.25  O8 1.350
10 H -1.77 0.24 1.38  C6 1.104
11 H -1.29 1.39 0.05  C6 1.095
12 H -2.65 0.34 -0.20  C6 1.096
13 H 0.80 -1.16 -2.21  C7 1.104
14 H -0.84 -0.66 -2.78  C7 1.091
15 H 0.25 0.57 -1.97  C7 1.096



Entry 2:
Here is a 2-piece molecular cluster, C2H7OPS overall at a distorted geometry from OMol25. Energies are from ωB97M-V with the def2-TZVPD basis set.

The calculation puts the highest occupied orbital energy at -8.5 eV. Its energy above the lowest of the compared OMol25 structures with the same formula, charge and spin is 277.7 kJ/mol. The value obtained for the orbital gap is 7.89 eV.

Bonds (Å) are listed after each position.
Atoms and positions in Å:
1 C -0.93 0.69 -1.33  S5 1.814, H6 1.103, H7 1.101, H8 1.053
2 C -0.22 -0.14 1.23  S5 1.831, H9 1.132, H10 1.174, H11 1.119
3 O 2.92 -0.41 1.08  P4 1.439
4 P 2.87 -0.81 -0.31  O3 1.439, H12 1.635
5 S -0.42 -0.82 -0.46  C1 1.814, C2 1.831
6 H -0.89 1.61 -0.71  C1 1.103
7 H -0.35 0.86 -2.25  C1 1.101
8 H -1.91 0.43 -1.63  C1 1.053
9 H 0.78 0.39 1.18  C2 1.132
10 H -1.22 0.38 1.55  C2 1.174
11 H -0.07 -1.12 1.75  C2 1.119
12 H 3.84 0.23 -1.12  P4 1.635



Entry 3:
Here is a 2-piece molecular cluster, C2H7OPS overall at a distorted geometry from OMol25. Energies are from ωB97M-V with the def2-TZVPD basis set.

The calculation puts the highest occupied orbital energy at -8.1 eV. Its energy above the lowest of the compared OMol25 structures with the same formula, charge and spin is 362.0 kJ/mol. The value obtained for the orbital gap is 8.98 eV.

Bonds (Å) are listed after each position.
Atoms and positions in Å:
1 C -0.87 -1.07 -0.08  C2 1.305, O3 1.412, H6 1.098
2 C -1.12 0.15 0.31  C1 1.305, S5 1.730, H8 1.138
3 O -1.04 -2.23 0.70  C1 1.412, H9 0.920
4 P 2.01 1.17 -0.44  H7 1.412, H10 1.368, H11 1.343
5 S -1.14 1.58 -0.66  C2 1.730, H12 1.220
6 H -0.56 -1.30 -1.11  C1 1.098
7 H 2.16 -0.23 -0.47  P4 1.412
8 H -1.46 0.52 1.34  C2 1.138
9 H -1.30 -1.97 1.54  O3 0.920
10 H 1.39 1.03 0.77  P4 1.368
11 H 3.31 1.38 -0.20  P4 1.343
12 H -1.39 0.98 -1.70  S5 1.220



Entry 4:
Here is a 2-piece molecular cluster, C2H7OPS overall at a distorted geometry from OMol25. Energies are from ωB97M-V with the def2-TZVPD basis set.

The calculation puts the highest occupied orbital energy at -8.3 eV. Its energy above the lowest of the compared OMol25 structures with the same formula, charge and spin is 431.2 kJ/mol. The value obtained for the orbital gap is 8.93 eV.

Bonds (Å) are listed after each position.
Atoms and positions in Å:
1 C 1.87 0.52 -0.21  H6 1.053, H7 1.091, H8 1.048, H9 1.155
2 C -0.56 -1.59 0.78  O3 1.281, S5 1.695
3 O -1.05 -0.43 1.04  C2 1.281, P4 1.653
4 P -1.73 0.70 0.06  O3 1.653, H10 1.439, H11 1.508
5 S -0.56 -2.24 -0.79  C2 1.695, H12 1.391
6 H 1.96 1.28 0.51  C1 1.053
7 H 2.67 0.50 -0.96  C1 1.091
8 H 1.05 0.58 -0.85  C1 1.048
9 H 1.89 -0.49 0.36  C1 1.155
10 H -3.09 0.49 0.50  P4 1.439
11 H -1.40 1.81 1.03  P4 1.508
12 H -1.04 -1.13 -1.48  S5 1.391